Molecular formula: C6H8HgMgO6
Method: DFT, the ωB97M-V functional and the def2-TZVPD basis

```
22
Properties=species:S:1:pos:R:3:forces:R:3
O 0.68079 -1.10186 -1.38633 -1.435 1.691 -0.907
O 1.29439 1.03421 -1.72795 0.224 0.653 -0.384
C 0.61717 2.24846 -2.05568 0.169 -0.154 0.345
C -0.74441 1.75054 -2.51830 -0.107 0.036 -0.139
O -0.87089 0.49739 -1.82030 -1.114 0.324 0.091
C 0.39397 0.10479 -1.33766 0.852 -0.885 0.828
H 0.53970 2.87392 -1.15574 0.020 -0.065 -0.176
H 1.18302 2.76659 -2.83473 -0.116 -0.127 0.208
H -0.77707 1.54814 -3.59520 -0.015 0.058 0.227
H -1.56990 2.40875 -2.22851 0.151 -0.072 -0.118
O -1.19978 0.43422 0.96231 -0.599 0.107 0.159
O 0.86059 -2.98999 1.51525 -5.709 -4.950 9.234
C -0.09012 -2.32596 2.24631 -0.955 0.597 0.482
C 0.35896 -0.92163 2.65995 -0.135 0.098 0.441
O 0.85276 -0.20135 1.49684 -0.263 1.029 -0.124
C 0.01333 0.39733 0.66089 0.219 -1.034 -1.061
H -1.04998 -2.22247 1.68626 0.287 -0.045 0.141
H -0.36194 -2.83592 3.19968 0.282 -0.024 -0.440
H 1.22120 -0.96490 3.33609 -0.180 -0.030 -0.247
H -0.44960 -0.35168 3.13479 0.172 -0.173 -0.157
Hg 1.72478 -2.29982 0.16889 7.528 2.873 -8.380
Mg -2.62698 0.15125 -0.40685 0.723 0.095 -0.021
```
Forces are in eV/Å.

Output
HOMO-LUMO gap (alpha / beta): 5.47 / 7.15 eV
Multiplicity: 3
Total charge: 0
E_HOMO (alpha / beta): -5.65 / -8.44 eV



Molecular formula: C45H44Cl2N3OPb
Method: DFT, the ωB97M-V functional and the def2-TZVPD basis

```
96
Properties=species:S:1:pos:R:3:forces:R:3
Pb -0.15678 2.19253 -0.60388 -0.266 0.117 -0.172
C 2.97999 1.28161 3.32331 0.001 0.007 0.016
C 2.60197 0.06068 2.48318 -0.031 -0.005 -0.002
C 2.97493 -1.23437 3.20820 -0.005 -0.006 -0.011
C 3.24251 0.13748 1.11212 0.072 0.002 0.012
C 4.62905 0.17744 1.00095 -0.034 0.016 0.019
C 5.24879 0.25537 -0.23381 -0.004 -0.003 -0.004
C 4.48474 0.30280 -1.38693 -0.005 -0.009 -0.004
C 3.09654 0.25646 -1.33208 0.039 0.004 -0.001
C 2.29787 0.29270 -2.62326 -0.018 -0.003 0.002
C 2.57852 -0.94060 -3.48542 0.013 0.017 0.000
C 2.56087 1.58257 -3.40281 -0.014 0.015 -0.017
C 2.50045 0.16069 -0.06910 -0.017 -0.010 -0.008
N 1.06422 0.11189 -0.01897 -0.067 -0.037 0.031
C 0.46895 -1.01292 -0.08578 -0.051 0.068 -0.071
C -1.04095 -1.09624 -0.31434 0.030 0.023 0.064
N -1.76971 -0.05310 -0.31583 0.185 -0.037 -0.012
C -3.06732 -0.16884 -0.92158 -0.025 -0.077 0.044
C -3.11081 -0.24489 -2.32263 -0.014 0.006 -0.007
C -4.35173 -0.41007 -2.93014 0.009 0.005 0.014
C -5.50988 -0.50698 -2.18228 0.013 -0.001 -0.021
C -5.44285 -0.39506 -0.80385 0.010 0.018 0.018
C -4.23310 -0.20641 -0.14432 -0.026 0.029 -0.056
C -4.25871 -0.01779 1.35965 -0.027 -0.013 0.001
C -3.48879 -1.08477 2.14183 0.005 0.026 0.016
C -3.86592 1.41862 1.72087 0.014 -0.008 -0.046
C -1.87914 -0.13179 -3.20794 0.028 -0.042 0.006
C -1.94723 1.12445 -4.07832 -0.010 0.031 -0.005
C -1.67464 -1.37706 -4.07530 -0.007 0.017 0.006
C -1.33614 -2.51252 -0.59931 -0.018 0.026 -0.016
C -2.48192 -3.21180 -0.88562 0.014 -0.004 0.003
C -2.38665 -4.61036 -1.07772 0.001 0.007 0.005
C -1.19242 -5.28142 -0.99267 -0.016 0.000 -0.003
C 0.00368 -4.58346 -0.69398 -0.009 0.012 0.006
C 1.30406 -5.13318 -0.57986 0.016 0.005 0.006
C 2.37958 -4.32978 -0.29148 -0.005 -0.003 0.003
C 2.24671 -2.93604 -0.09411 -0.005 -0.014 -0.018
C 0.99489 -2.38044 -0.19190 0.026 0.011 0.015
C -0.11070 -3.20733 -0.49589 0.008 -0.044 0.006
H 2.46832 1.25414 4.28643 -0.008 0.009 0.007
H 2.71845 2.21209 2.81720 0.004 0.006 -0.005
H 4.05258 1.30512 3.52126 0.010 -0.014 0.002
H 1.51799 0.06678 2.35191 0.026 0.002 0.010
H 4.05182 -1.29297 3.37364 0.010 -0.001 0.006
H 2.67336 -2.11602 2.64041 -0.002 0.002 -0.003
H 2.48750 -1.27793 4.18310 -0.005 0.006 0.011
H 5.23176 0.15105 1.89943 0.014 0.000 0.016
H 6.32789 0.28707 -0.29812 0.011 0.002 0.003
H 4.97591 0.37217 -2.34912 0.003 0.000 -0.009
H 1.23174 0.26967 -2.37942 0.006 -0.014 -0.005
H 3.63104 -0.97983 -3.76939 0.008 -0.008 -0.016
H 1.98727 -0.90830 -4.40181 -0.006 -0.001 -0.004
H 2.34015 -1.86349 -2.95403 -0.004 0.001 0.012
H 3.59831 1.64000 -3.73432 0.007 -0.003 0.012
H 2.36411 2.47222 -2.79845 0.007 -0.012 0.000
H 1.92882 1.62286 -4.29130 -0.006 0.012 -0.008
H -4.40801 -0.46708 -4.00966 0.000 -0.010 -0.013
H -6.46389 -0.65218 -2.67060 -0.007 0.005 -0.004
H -6.35082 -0.44515 -0.21589 -0.014 0.000 0.000
H -5.30665 -0.13517 1.64541 0.005 -0.004 0.029
H -2.41695 -1.05878 1.95293 0.005 0.001 0.007
H -3.84072 -2.08473 1.88467 -0.013 -0.002 -0.006
H -3.64180 -0.94372 3.21310 -0.007 0.001 0.007
H -2.91487 1.69934 1.26680 0.006 -0.020 0.032
H -3.78145 1.54650 2.80099 0.009 -0.001 0.024
H -4.61545 2.12108 1.35649 -0.022 -0.009 -0.014
H -0.99536 -0.03765 -2.57303 -0.009 0.007 -0.021
H -2.77749 1.07083 -4.78395 -0.006 -0.010 0.003
H -1.02837 1.23599 -4.65646 0.015 0.008 -0.012
H -2.08822 2.02505 -3.47731 0.004 0.000 0.009
H -2.50416 -1.50865 -4.77114 -0.007 -0.007 -0.013
H -1.59688 -2.28129 -3.47077 0.002 -0.005 0.008
H -0.76207 -1.28022 -4.66622 0.000 0.003 0.001
H -3.44283 -2.72500 -0.97843 -0.006 0.004 -0.002
H -3.28848 -5.16187 -1.30605 -0.004 -0.004 -0.001
H -1.15996 -6.35141 -1.15481 -0.001 -0.007 -0.003
H 1.44815 -6.19646 -0.72406 0.001 -0.012 -0.004
H 3.36350 -4.77112 -0.21190 0.010 -0.003 0.000
H 3.12184 -2.34097 0.12518 0.011 -0.003 0.000
Cl 2.18657 6.63282 0.66523 -0.001 -0.006 -0.007
C 1.47760 5.52194 1.77248 0.014 0.009 -0.005
C 1.51806 5.81792 3.14827 -0.016 -0.027 0.006
C 0.97997 4.96449 4.06486 -0.003 -0.021 -0.012
Cl 1.05922 5.34572 5.75152 -0.001 0.005 0.011
C 0.37008 3.75625 3.64424 0.004 0.022 0.009
C -0.16798 2.78836 4.51312 0.013 -0.007 -0.016
C -0.68392 1.62403 4.00771 -0.002 0.011 -0.009
C -0.69192 1.43572 2.62221 -0.024 0.017 0.038
N -0.22446 2.33388 1.78180 0.020 0.034 0.043
C 0.32856 3.48518 2.25917 0.022 0.014 -0.029
C 0.89010 4.37046 1.28650 -0.031 -0.015 0.023
O 0.82214 4.06238 0.01256 0.148 -0.080 0.065
H 1.98949 6.73544 3.47071 0.005 0.008 -0.001
H -0.15038 2.97033 5.57891 -0.005 0.002 0.012
H -1.08745 0.85805 4.65401 -0.005 -0.010 0.003
H -1.10463 0.53703 2.18497 0.006 -0.020 -0.003
```
Forces are in eV/Å.

Output
HOMO-LUMO gap: 6.41 eV
Total charge: +1
E_HOMO: -10.24 eV



Molecular formula: C3H11NO2
Method: DFT, the ωB97M-V functional and the def2-TZVPD basis

```
17
Properties=species:S:1:pos:R:3:forces:R:3
C -1.97859 1.72934 1.11796 0.327 0.938 -0.467
C -1.02745 0.93814 0.60309 0.317 -0.380 0.203
C -0.80081 -0.46735 1.09646 0.471 0.544 1.022
N -0.16089 1.29573 -0.44399 -1.124 -0.199 -0.102
H -2.22726 2.66128 0.61333 0.352 0.080 0.033
H -2.38496 1.70022 2.11655 -0.377 -0.985 -0.136
H -1.12564 -0.44781 2.14088 -0.090 -0.533 -0.127
H 0.25208 -0.77566 1.08588 -0.069 0.220 -0.050
H -1.33267 -1.22239 0.52850 -0.291 0.093 -0.094
H 0.78220 1.00573 -0.25390 0.234 -0.039 -0.263
H -0.24276 2.26805 -0.68117 0.273 0.217 -0.092
O 2.76118 -0.55000 -1.13650 -0.392 0.079 -0.221
H 3.38080 -0.34601 -0.45229 0.949 0.498 0.429
H 2.22660 -1.20545 -0.69070 -0.405 -0.515 0.132
O 0.79068 -2.46109 -1.62302 0.113 0.375 -0.165
H 1.16859 -1.65428 -1.99934 0.021 -0.180 -0.187
H -0.08108 -2.46845 -2.02175 -0.308 -0.212 0.082
```
Forces are in eV/Å.

Output
HOMO-LUMO gap: 8.79 eV
SMILES string: C=C(C)N.O.O
Total charge: 0
E_HOMO: -8.14 eV



Molecular formula: C37H31NO22
Method: DFT, the ωB97M-V functional and the def2-TZVPD basis

```
91
Properties=species:S:1:pos:R:3:forces:R:3
C 3.06524 4.07446 -0.70282 -0.774 0.164 0.101
C 2.60291 5.61076 -1.04085 -1.372 1.910 2.023
C 2.74166 6.35800 -2.51205 0.723 0.080 0.262
N 2.08692 6.38002 -0.00950 5.157 -2.102 -2.748
C 2.93010 7.66370 0.11553 -1.517 0.409 -0.573
C 4.56496 7.52530 0.18103 0.245 1.910 0.175
C 4.91992 7.84941 1.75459 0.076 0.550 -0.990
C 3.63992 8.88898 2.02191 0.448 3.451 2.011
O 3.67781 10.11159 2.57215 -0.784 -8.417 -3.722
O 2.46690 8.15112 1.45681 3.606 2.591 -0.353
H 2.85360 3.78361 0.43049 0.265 1.078 -2.619
H 2.51505 3.29478 -1.38522 1.394 1.409 1.078
H 4.25132 4.02623 -0.81079 -2.591 0.172 -0.155
H 2.73893 5.62152 -3.42195 0.065 1.268 1.904
H 3.73521 7.01594 -2.56565 -2.062 -1.514 0.094
H 1.83195 7.09327 -2.61516 1.811 -1.545 0.291
H 2.70946 8.50112 -0.70510 0.110 -1.698 1.854
H 5.10574 6.64137 -0.36414 -1.417 1.400 1.397
H 4.91923 8.51320 -0.38376 -0.550 -2.165 1.058
H 5.97190 8.40170 1.80547 -2.506 -1.118 0.122
H 4.92945 6.88858 2.44565 -0.377 2.214 -1.375
O 3.45386 -0.06413 2.62339 -0.394 0.658 0.043
C 2.47881 0.55603 3.03289 0.094 -1.024 0.151
C 1.37144 -0.10212 3.74364 0.468 0.146 -0.056
C 0.31630 0.59963 4.16182 -1.062 -1.308 0.890
O -0.72665 -0.01210 4.83281 1.031 1.476 -0.963
C 0.21893 2.06584 3.92333 -0.620 0.910 0.128
O -0.77191 2.68066 4.30330 0.710 -0.720 -0.253
C 1.33696 2.72830 3.23410 -0.175 0.062 0.049
C 2.39380 2.02730 2.81889 0.804 1.163 -0.591
O 3.44968 2.64347 2.17269 -0.777 -1.480 0.771
H 1.45419 -1.16879 3.90828 -0.019 0.074 -0.061
H -1.36789 0.70568 5.02806 0.256 -0.239 0.095
H 1.26113 3.79778 3.08316 -0.004 -0.024 -0.006
H 4.08802 1.92472 1.97216 -0.243 0.241 0.111
O 0.61721 -1.41855 -3.95160 0.164 0.288 0.780
C 0.45113 -1.32588 -2.74047 -0.490 -0.623 -0.696
C -0.55453 -2.12444 -2.02246 0.054 0.268 -0.349
C -0.72140 -1.98730 -0.70564 -1.234 -1.137 0.376
O -1.66282 -2.73659 -0.02412 1.398 1.318 -0.162
C 0.09669 -1.02425 0.08138 0.331 0.429 0.750
O -0.09238 -0.90717 1.28749 -0.085 -0.250 -0.872
C 1.11879 -0.24317 -0.63215 -0.186 -0.074 0.294
C 1.28818 -0.38268 -1.94842 1.400 1.190 -0.377
O 2.24864 0.34614 -2.62552 -1.426 -1.232 0.201
H -1.14383 -2.81903 -2.60726 0.114 0.232 0.133
H -1.59135 -2.45460 0.91390 -0.045 -0.111 -0.389
H 1.71868 0.44032 -0.04455 -0.017 -0.030 -0.032
H 2.17299 0.06852 -3.56439 0.012 0.097 0.372
O 2.02378 -9.01097 -4.45577 -0.480 0.628 0.522
C 1.33936 -8.02958 -4.18849 0.405 -0.511 -0.961
C 0.81862 -7.12860 -5.22852 0.225 -0.360 0.169
C 0.09029 -6.05908 -4.90248 -0.449 0.909 -1.793
O -0.40452 -5.20966 -5.87502 0.418 -0.813 1.942
C -0.21815 -5.73727 -3.48212 -0.271 0.303 0.849
O -0.87453 -4.73696 -3.21250 0.317 -0.945 -0.517
C 0.28192 -6.65115 -2.44354 -0.232 0.402 -0.108
C 1.00737 -7.72266 -2.76960 0.419 -0.887 1.712
O 1.47862 -8.58764 -1.79912 -0.308 0.754 -1.876
H 1.05228 -7.37317 -6.25679 -0.007 0.018 0.064
H -0.89608 -4.51313 -5.38747 0.037 -0.075 -0.260
H 0.03511 -6.41492 -1.41612 0.013 -0.006 -0.060
H 1.97520 -9.28072 -2.28629 -0.187 0.274 0.187
O -2.16835 1.17947 7.23903 -0.479 -0.505 0.435
C -2.50242 0.51444 8.21327 0.832 0.523 -0.217
C -1.62615 0.33893 9.38202 -0.087 0.176 -0.400
C -2.01355 -0.40546 10.41954 1.478 0.101 1.244
O -1.19613 -0.57239 11.52233 -1.645 -0.241 -1.147
C -3.33792 -1.08517 10.43197 -0.878 -0.635 0.380
O -3.65849 -1.77786 11.39196 0.514 0.591 -0.575
C -4.22415 -0.89026 9.27417 0.078 -0.144 0.326
C -3.83835 -0.14307 8.23803 -1.467 -0.069 -1.187
O -4.66695 0.04685 7.14740 1.658 0.192 1.079
H -0.66527 0.83682 9.35875 -0.054 -0.032 -0.009
H -1.69925 -1.15256 12.13452 0.204 0.226 -0.250
H -5.19148 -1.37572 9.30433 0.070 0.025 0.000
H -4.16137 0.62202 6.53271 -0.235 -0.223 0.261
O -3.80910 -1.67944 -9.47508 -0.515 -0.547 0.609
C -4.14316 -2.34447 -8.50084 0.800 0.613 -0.416
C -3.26690 -2.51998 -7.33209 -0.045 0.097 -0.248
C -3.65429 -3.26437 -6.29457 1.337 0.189 0.947
O -2.83687 -3.43131 -5.19178 -1.456 -0.294 -1.021
C -4.97867 -3.94409 -6.28214 -0.877 -0.623 0.367
O -5.29924 -4.63677 -5.32215 0.542 0.581 -0.547
C -5.86490 -3.74917 -7.43994 0.094 -0.145 0.347
C -5.47909 -3.00198 -8.47608 -1.477 -0.056 -1.212
O -6.30770 -2.81207 -9.56671 1.664 0.196 1.112
H -2.30601 -2.02210 -7.35536 -0.040 -0.023 -0.007
H -3.34000 -4.01147 -4.57959 0.206 0.198 -0.153
H -6.83223 -4.23464 -7.40979 0.071 0.024 0.004
H -5.80212 -2.23690 -10.18140 -0.203 -0.236 0.239
```
Forces are in eV/Å.

Output
HOMO-LUMO gap: 6.90 eV
SMILES string: CC(C)=N[C@@H]1CCC(=O)O1.O=C1C=C(O)C(=O)C=C1O.O=C1C=C(O)C(=O)C=C1O.O=C1C=C(O)C(=O)C=C1O.O=C1C=C(O)C(=O)C=C1O.O=C1C=C(O)C(=O)C=C1O
Total charge: 0
E_HOMO: -8.79 eV



Energy relative to the best compared isomer or geometry (same formula, charge and spin) per entry: 57.09 0.00 17.66 123.69 kcal per mole